16 unconnected molecules or ions with the total composition C64H112N16. Source: the OMol25 dataset; level of theory: ωB97M-V with the def2-TZVPD basis set.

As for the total energy: -3381.660191 hartree. The value obtained for the highest occupied orbital energy is -11.16 eV. The calculation puts the energy above the lowest of the compared OMol25 structures with the same formula, charge and spin at 134.5 kcal per mole. For the HOMO-LUMO gap, the calculation gives 11.2 eV.

ORCA input file:
```
! RIJCOSX wB97M-V def2-TZVPD def2/J DEFGRID3
* xyz 0 1
C -37.71 10.48 33.67
C -37.09 9.12 34.02
C -35.52 9.24 34.11
C -34.88 9.43 32.84
N -34.35 9.63 31.79
H -37.38 11.23 34.40
H -38.79 10.59 33.75
H -37.42 10.79 32.67
H -37.37 8.33 33.33
H -37.49 8.74 34.97
H -35.12 8.33 34.56
H -35.27 10.04 34.80
C -29.55 6.59 34.23
C -28.45 5.68 34.80
C -27.31 6.41 35.55
C -27.74 7.47 36.46
N -28.06 8.36 37.13
H -29.19 7.19 33.39
H -29.89 7.25 35.03
H -30.39 6.02 33.84
H -27.96 5.09 34.03
H -28.97 5.00 35.47
H -26.71 6.98 34.85
H -26.70 5.69 36.10
C -34.63 7.38 24.36
C -36.03 7.91 24.57
C -37.16 6.94 24.43
C -37.13 5.81 25.35
N -37.16 4.86 26.05
H -33.83 8.08 24.59
H -34.53 7.02 23.33
H -34.25 6.57 24.98
H -36.24 8.66 23.81
H -36.17 8.27 25.59
H -37.19 6.61 23.39
H -38.14 7.38 24.57
C -28.84 12.15 26.39
C -28.21 10.74 26.54
C -28.86 9.88 27.64
C -28.28 8.60 27.91
N -27.81 7.58 28.09
H -29.87 11.99 26.07
H -28.41 12.76 25.60
H -28.76 12.65 27.36
H -27.14 10.80 26.73
H -28.37 10.20 25.60
H -29.90 9.69 27.38
H -28.81 10.40 28.59
C -27.86 14.73 36.01
C -29.34 14.32 36.08
C -29.76 13.52 34.81
C -29.58 14.24 33.51
N -29.51 14.80 32.45
H -27.45 14.89 37.01
H -27.75 15.67 35.46
H -27.27 13.96 35.50
H -30.03 15.16 36.20
H -29.42 13.71 36.97
H -30.82 13.26 34.85
H -29.27 12.55 34.80
C -23.87 0.85 31.28
C -24.62 1.26 30.07
C -24.69 0.24 28.93
C -25.03 -1.14 29.42
N -25.31 -2.19 29.77
H -22.83 0.57 31.09
H -24.32 0.03 31.82
H -23.88 1.67 32.00
H -24.33 2.25 29.73
H -25.62 1.46 30.47
H -23.77 0.10 28.35
H -25.34 0.49 28.08
C -23.90 17.42 24.38
C -23.69 18.87 23.93
C -23.10 19.05 22.49
C -23.91 18.35 21.46
N -24.57 17.86 20.65
H -23.89 17.39 25.47
H -23.11 16.78 24.00
H -24.87 17.03 24.06
H -23.08 19.46 24.62
H -24.68 19.33 23.99
H -22.11 18.60 22.44
H -23.03 20.09 22.19
C -34.12 20.43 27.30
C -32.76 20.82 27.94
C -31.78 19.70 28.13
C -31.18 19.18 26.90
N -30.69 18.72 25.98
H -34.69 19.73 27.91
H -33.96 19.96 26.33
H -34.73 21.32 27.19
H -32.93 21.19 28.96
H -32.26 21.55 27.32
H -32.26 18.94 28.76
H -30.96 19.97 28.80
C -24.33 18.90 30.33
C -25.01 17.70 31.09
C -24.82 16.33 30.44
C -23.43 16.02 30.01
N -22.35 15.75 29.68
H -24.34 19.84 30.90
H -24.72 19.05 29.33
H -23.28 18.69 30.15
H -26.08 17.89 31.18
H -24.65 17.67 32.11
H -25.45 16.07 29.58
H -25.04 15.60 31.22
C -21.34 8.37 32.99
C -21.21 9.27 31.77
C -22.55 9.50 31.04
C -23.60 9.96 31.92
N -24.47 10.31 32.64
H -21.77 7.39 32.82
H -22.06 8.76 33.71
H -20.42 8.15 33.53
H -20.43 9.03 31.05
H -20.82 10.25 32.06
H -22.90 8.51 30.73
H -22.46 10.06 30.11
C -29.06 5.81 22.04
C -28.92 4.37 21.57
C -28.40 4.36 20.14
C -27.05 4.93 19.99
N -25.97 5.37 19.87
H -28.10 6.29 22.18
H -29.45 5.78 23.06
H -29.66 6.49 21.44
H -29.93 3.96 21.55
H -28.32 3.78 22.26
H -29.02 4.95 19.47
H -28.50 3.31 19.88
C -30.97 1.67 28.23
C -32.07 0.73 27.65
C -32.11 0.76 26.11
C -30.80 0.36 25.56
N -29.73 0.08 25.20
H -31.20 2.71 28.01
H -29.96 1.49 27.86
H -30.90 1.57 29.32
H -33.05 1.04 28.00
H -31.94 -0.29 28.02
H -32.34 1.79 25.86
H -32.78 0.02 25.67
C -20.21 5.10 22.69
C -20.23 4.62 24.14
C -21.63 4.86 24.75
C -22.02 6.28 24.89
N -22.36 7.38 24.93
H -20.52 6.14 22.63
H -20.82 4.50 22.03
H -19.21 4.98 22.27
H -19.46 5.07 24.76
H -19.98 3.56 24.16
H -21.56 4.38 25.72
H -22.40 4.43 24.11
C -35.57 14.38 26.92
C -35.24 14.02 25.47
C -36.39 14.23 24.48
C -37.67 13.63 24.81
N -38.63 13.13 25.13
H -35.98 15.39 26.99
H -34.70 14.37 27.58
H -36.25 13.67 27.38
H -34.92 12.98 25.47
H -34.37 14.62 25.20
H -36.05 13.92 23.49
H -36.54 15.31 24.43
C -25.21 12.23 20.56
C -25.69 10.85 20.14
C -26.32 10.81 18.79
C -25.65 11.41 17.66
N -25.14 11.88 16.75
H -25.98 13.00 20.55
H -24.40 12.59 19.92
H -24.81 12.10 21.57
H -26.47 10.57 20.85
H -24.90 10.10 20.19
H -27.32 11.25 18.81
H -26.47 9.77 18.52
C -32.25 15.38 17.50
C -30.81 15.30 18.13
C -30.86 15.15 19.65
C -31.33 13.83 20.09
N -31.67 12.78 20.42
H -32.24 15.42 16.41
H -32.91 16.16 17.88
H -32.80 14.44 17.62
H -30.31 16.25 17.90
H -30.28 14.48 17.63
H -31.49 15.91 20.11
H -29.88 15.20 20.13
*
```

A gas-phase ion, C4H11N2 (charge +1). Source: the OMol25 dataset; level of theory: ωB97M-V with the def2-TZVPD basis set.

As for the total energy: -268.223408 hartree. As for the SMILES: C[N@@H+]1CC[C@H]1N. The value obtained for the highest occupied orbital energy is -14.39 eV. The calculation puts the energy above the lowest of the compared OMol25 structures with the same formula, charge and spin at 51.1 kcal per mole. For the HOMO-LUMO gap, the calculation gives 11.5 eV.

ORCA input file:
```
! RIJCOSX wB97M-V def2-TZVPD def2/J DEFGRID3
* xyz 1 1
C -1.38 -0.52 0.49
C -0.25 -1.39 0.05
C -0.72 0.79 -0.04
C 1.64 -0.19 -1.06
N -0.67 1.85 0.83
N 0.63 -0.13 -0.01
H -2.37 -0.66 0.14
H -1.67 -0.59 1.58
H 0.11 -2.19 0.79
H -0.21 -1.86 -0.98
H -0.90 1.01 -1.06
H 1.04 -0.43 -1.93
H 2.38 0.68 -1.10
H 2.22 -1.03 -0.89
H -0.55 1.68 1.82
H -0.41 2.90 0.51
H 1.11 0.08 0.87
*
```

A molecular structure, C24H20N5O7P. Source: the OMol25 dataset; level of theory: ωB97M-V with the def2-TZVPD basis set.

As for the total energy: -2068.037149 hartree. The value obtained for the highest occupied orbital energy is -8.95 eV. For the HOMO-LUMO gap, the calculation gives 8.5 eV.

ORCA input file:
```
! RIJCOSX wB97M-V def2-TZVPD def2/J DEFGRID3
* xyz 0 1
O 2.32 -1.10 -0.95
C 2.31 0.04 -1.19
N 2.14 1.25 -1.40
P 0.89 1.82 -0.25
C 1.88 2.34 1.24
C 1.57 1.74 2.58
C 2.46 2.25 3.64
C 3.54 3.21 3.44
N 3.78 3.75 2.20
C 2.97 3.31 1.21
H 0.12 0.66 0.10
H 0.77 0.99 2.75
H 2.31 1.86 4.68
H 4.19 3.53 4.29
H 3.18 3.75 0.20
C 0.29 -3.08 -0.62
C 0.59 -3.95 0.43
C -0.30 -4.96 0.77
C -1.48 -5.10 0.05
C -1.78 -4.24 -1.00
C -0.89 -3.22 -1.32
N -2.40 -6.19 0.38
O -2.11 -6.92 1.32
O -3.41 -6.31 -0.29
H 0.99 -2.29 -0.88
H 1.52 -3.83 0.98
H -0.06 -5.63 1.58
H -2.70 -4.34 -1.56
H -1.12 -2.55 -2.14
C -7.94 -7.34 -3.57
C -7.58 -6.74 -4.77
C -6.85 -5.56 -4.77
C -6.46 -5.00 -3.57
C -6.82 -5.58 -2.36
C -7.56 -6.76 -2.36
N -5.67 -3.77 -3.57
O -5.39 -3.27 -4.64
O -5.32 -3.31 -2.49
H -8.51 -8.26 -3.57
H -7.88 -7.20 -5.71
H -6.58 -5.11 -5.72
H -6.53 -5.14 -1.41
H -7.84 -7.23 -1.43
C 6.19 9.21 3.40
C 4.83 9.32 3.13
C 4.23 8.50 2.19
C 5.01 7.56 1.52
C 6.37 7.44 1.77
C 6.96 8.28 2.71
N 4.37 6.67 0.54
O 3.18 6.81 0.34
O 5.08 5.84 0.00
H 6.65 9.85 4.14
H 4.24 10.06 3.67
H 3.17 8.59 2.00
H 6.97 6.72 1.25
H 8.02 8.19 2.92
*
```

2 unconnected molecules or ions with the total composition C2H8NOS. Source: the OMol25 dataset; level of theory: ωB97M-V with the def2-TZVPD basis set.

As for the total energy: -609.200333 hartree. The value obtained for the highest occupied orbital energy is -2.82 eV. The calculation puts the energy above the lowest of the compared OMol25 structures with the same formula, charge and spin at 14.8 kcal per mole. For the HOMO-LUMO gap, the calculation gives 6.9 eV.

ORCA input file:
```
! RIJCOSX wB97M-V def2-TZVPD def2/J DEFGRID3
* xyz -1 1
C 0.41 -0.20 2.61
S -0.64 0.79 1.59
H 0.86 0.42 3.39
H 1.28 -0.67 2.13
H -0.10 -1.08 3.05
N 0.70 0.46 -1.63
C -0.58 -0.19 -1.96
O -1.09 -0.93 -0.89
H 0.70 0.97 -0.74
H 0.97 1.11 -2.36
H -0.26 -0.90 -2.75
H -1.30 0.54 -2.37
H -0.97 -0.33 -0.06
*
```

Number 4 is which compound?
C2H8NOS